{"formula": "C41H32FMnN4O8P", "method": "wB97M-V/def2-TZVPD", "multiplicity": 2, "s2": 1.14, "homo_lumo_gap_ev": [6.25, 5.79], "total_charge": -2, "symbols": ["C", "C", "C", "O", "N", "H", "H", "C", "H", "C", "C", "C", "C", "H", "H", "C", "C", "H", "O", "C", "C", "H", "H", "C", "C", "H", "H", "F", "O", "C", "H", "C", "H", "H", "H", "C", "N", "C", "C", "C", "C", "H", "H", "H", "H", "C", "H", "O", "C", "C", "C", "C", "C", "H", "C", "O", "H", "C", "N", "Mn", "H", "H", "C", "C", "C", "C", "H", "H", "C", "H", "C", "C", "N", "H", "C", "O", "C", "P", "H", "C", "O", "H", "C", "H", "H", "C", "H", "O"], "positions_angstrom": [[4.751, -1.656, 3.177], [-2.068, -2.286, -0.475], [3.493, -2.516, -4.648], [4.383, 3.245, 1.000], [2.212, 3.840, 1.451], [-1.302, -3.739, -1.862], [0.951, 3.600, -6.120], [2.423, 5.775, -0.606], [1.496, -2.710, -3.919], [2.150, -0.665, -3.830], [3.247, 0.172, -4.043], [-0.037, 3.929, -2.900], [3.485, -1.439, 3.670], [3.174, 1.223, -3.793], [4.246, 4.874, -0.812], [0.036, 2.598, -2.485], [0.810, 2.016, -4.686], [5.495, -2.047, -5.282], [-0.700, 1.060, -0.835], [4.910, -1.674, 1.780], [-2.984, -1.607, -5.303], [1.163, -0.945, 4.599], [5.897, -1.834, 1.358], [-4.613, -3.479, -1.066], [-2.150, 0.189, 3.048], [-2.079, -0.282, -2.314], [-3.142, 0.180, 3.524], [0.211, 6.453, -0.032], [-0.531, 3.239, -0.281], [-3.107, -1.088, -4.022], [-1.727, 1.193, 3.068], [-2.211, -3.385, -1.389], [0.266, 4.527, 1.736], [-1.612, -2.101, -6.880], [5.596, -1.792, 3.840], [2.519, -1.236, 1.413], [-2.202, -0.304, 1.689], [0.707, 3.333, -5.098], [2.369, -1.247, 2.842], [-0.602, -1.285, -5.176], [4.566, -1.663, -4.877], [-0.366, 4.654, -2.167], [5.270, 0.357, -4.715], [-3.862, -1.940, -5.845], [-5.388, -2.128, 0.394], [0.295, 4.303, -4.190], [1.136, 1.264, -5.396], [0.613, 1.339, 1.720], [-0.714, -0.775, -3.884], [-3.277, -1.865, 0.173], [3.850, -1.477, 0.937], [-1.986, -0.681, -3.316], [4.437, -0.318, -4.563], [-3.485, -4.740, -2.405], [-1.726, -1.703, -5.878], [-0.076, 2.564, 3.481], [3.325, -1.414, 4.745], [-1.215, -0.787, 3.777], [3.395, 4.841, -0.272], [-0.278, -0.254, 0.817], [2.177, 3.534, 3.518], [-4.082, -1.018, -3.553], [1.172, 4.687, 1.165], [2.094, 2.940, 2.606], [3.394, 3.903, 0.754], [-3.431, -3.931, -1.683], [0.231, 5.342, -4.488], [3.979, -1.473, -0.139], [0.501, 1.632, -3.379], [2.915, 2.229, 2.541], [-0.437, 2.282, -1.053], [-3.225, -0.965, 1.306], [-0.049, -1.037, 2.948], [0.366, -1.348, -5.656], [2.309, -2.023, -4.122], [-0.929, -1.750, -0.304], [1.250, 5.638, 0.226], [0.683, -0.135, -2.847], [-1.752, -1.734, 3.920], [-4.501, -2.474, -0.133], [1.585, -1.035, 0.581], [-4.130, -0.948, 1.932], [1.095, -1.067, 3.507], [-0.940, -0.390, 4.763], [3.582, -3.574, -4.865], [0.735, 2.205, 2.609], [-5.572, -3.918, -1.306], [2.605, 6.593, -1.492]], "mulliken_spin": [0.003, 0.000, 0.000, 0.000, 0.000, 0.001, 0.000, 0.000, 0.000, 0.000, 0.000, -0.002, 0.002, 0.000, 0.000, 0.001, 0.000, 0.000, -0.003, 0.001, 0.000, -0.005, 0.000, -0.001, 0.016, 0.002, 0.001, 0.000, -0.003, 0.000, -0.004, -0.002, 0.000, 0.000, 0.001, 0.015, -0.002, -0.001, 0.008, 0.000, 0.000, 0.000, 0.000, 0.000, 0.000, 0.001, 0.000, -0.021, 0.000, 0.014, -0.001, -0.001, 0.000, 0.000, 0.000, 0.001, 0.000, -0.005, 0.000, 0.990, 0.000, 0.000, 0.000, -0.001, 0.000, 0.004, 0.000, 0.000, -0.002, 0.000, -0.009, 0.006, -0.002, 0.000, 0.000, -0.026, 0.000, 0.016, -0.001, 0.003, 0.001, -0.001, 0.003, -0.001, 0.000, 0.006, 0.000, 0.000]}

{"formula": "C30H53FN2O22S5", "method": "wB97M-V/def2-TZVPD", "multiplicity": 2, "s2": 0.77, "homo_lumo_gap_ev": [2.07, 6.02], "total_charge": -1, "symbols": ["H", "C", "H", "S", "H", "H", "O", "H", "H", "H", "O", "F", "S", "O", "C", "H", "H", "H", "H", "H", "H", "O", "O", "H", "C", "H", "O", "H", "C", "C", "O", "C", "O", "O", "C", "S", "C", "C", "C", "C", "H", "H", "O", "C", "H", "H", "C", "O", "S", "H", "H", "H", "N", "H", "H", "O", "C", "H", "H", "C", "C", "C", "H", "C", "H", "H", "O", "H", "H", "H", "C", "H", "S", "H", "O", "H", "H", "H", "H", "C", "N", "H", "H", "H", "H", "C", "H", "C", "O", "H", "O", "O", "O", "H", "H", "C", "C", "C", "H", "O", "H", "H", "C", "H", "C", "H", "H", "C", "O", "C", "O", "O", "C"], "positions_angstrom": [[-2.150, -17.573, 35.052], [-1.265, -18.336, 37.774], [2.036, -16.767, 30.800], [-6.752, -20.289, 30.608], [-2.968, -17.696, 27.325], [-4.555, -21.412, 32.158], [-7.454, -17.765, 26.184], [-2.105, -20.126, 38.658], [6.516, -19.111, 24.580], [-1.253, -27.332, 31.130], [3.751, -19.714, 30.414], [0.545, -18.708, 28.013], [-2.196, -25.628, 29.708], [-3.572, -25.262, 29.254], [2.850, -14.779, 30.555], [0.744, -17.139, 29.189], [1.397, -23.006, 30.571], [4.740, -19.566, 26.963], [3.447, -12.730, 30.687], [-2.297, -18.270, 37.432], [-2.609, -26.241, 31.871], [4.717, -17.835, 25.734], [-1.484, -24.439, 30.559], [-5.022, -16.119, 25.691], [-1.565, -17.869, 30.686], [-5.956, -17.881, 23.056], [2.928, -16.127, 25.764], [-2.976, -27.551, 30.656], [-3.251, -16.932, 26.601], [3.401, -13.648, 31.253], [-0.523, -18.456, 31.307], [-7.340, -21.013, 29.045], [-1.252, -17.782, 29.343], [4.146, -12.519, 34.631], [-1.164, -19.837, 38.191], [-0.149, -16.661, 36.138], [-6.832, -17.535, 23.604], [3.623, -13.715, 32.682], [-1.313, -16.953, 34.731], [5.543, -21.096, 31.221], [-2.420, -20.553, 31.362], [0.435, -25.290, 30.715], [-7.022, -18.870, 30.653], [3.515, -15.015, 33.272], [5.519, -15.420, 26.498], [-3.097, -15.979, 27.107], [7.109, -22.833, 31.894], [-6.681, -19.857, 24.827], [-6.595, -18.416, 25.171], [7.953, -22.775, 33.718], [-1.036, -20.575, 37.399], [-7.151, -22.080, 29.164], [4.211, -12.570, 33.406], [-7.679, -17.849, 22.994], [0.287, -24.308, 29.410], [-5.010, -18.089, 25.478], [2.598, -15.973, 31.268], [-0.398, -19.967, 38.956], [1.340, -18.856, 30.812], [-4.420, -21.420, 31.077], [7.389, -22.127, 33.064], [5.362, -18.846, 26.430], [4.418, -14.944, 27.914], [4.959, -15.727, 27.381], [-6.772, -20.644, 28.191], [3.672, -15.225, 34.319], [3.228, -17.696, 27.778], [0.087, -20.016, 30.189], [-1.205, -17.696, 38.655], [0.427, -23.230, 32.121], [5.787, -19.660, 25.176], [6.423, -20.492, 25.480], [3.753, -16.897, 26.696], [-8.429, -20.984, 29.076], [-0.154, -18.063, 36.875], [2.664, -14.834, 29.492], [5.155, -19.589, 32.772], [-5.228, -17.049, 27.209], [-1.692, -15.969, 34.456], [-2.233, -26.861, 31.057], [4.492, -20.629, 30.140], [5.482, -16.353, 28.104], [6.722, -20.326, 34.197], [-6.765, -16.449, 23.673], [5.865, -22.944, 30.130], [6.216, -22.353, 30.964], [7.470, -23.842, 31.761], [0.418, -23.124, 31.036], [-7.279, -21.204, 31.637], [6.150, -18.486, 27.090], [-0.883, -15.768, 36.994], [-5.062, -20.367, 30.407], [4.552, -21.243, 29.108], [2.965, -16.953, 33.206], [-0.708, -17.391, 33.937], [-0.074, -24.368, 30.437], [6.715, -20.878, 33.269], [5.697, -20.467, 32.455], [-2.659, -16.966, 25.687], [-1.301, -26.138, 28.617], [-0.153, -22.258, 30.700], [-2.697, -21.110, 29.778], [-2.981, -21.308, 30.811], [4.918, -20.003, 24.615], [3.051, -16.091, 32.563], [-4.641, -22.357, 30.566], [-2.522, -22.260, 31.076], [0.154, -18.053, 29.129], [4.719, -11.689, 32.747], [-4.716, -17.005, 26.248], [1.215, -16.443, 35.731], [-2.695, -17.683, 31.251], [0.362, -18.973, 30.345]], "mulliken_spin": [0.000, 0.000, 0.119, 0.000, 0.000, 0.000, 0.000, 0.000, 0.000, 0.000, -0.005, 0.001, 0.000, 0.000, -0.144, 0.004, 0.000, 0.000, 0.036, 0.000, 0.000, 0.000, 0.000, 0.000, 0.027, 0.000, 0.000, 0.000, 0.000, 0.217, -0.016, 0.000, 0.000, 0.167, 0.000, -0.001, 0.000, 0.045, 0.001, 0.000, 0.000, 0.000, 0.000, 0.184, 0.000, 0.000, 0.000, 0.000, 0.000, 0.000, 0.000, 0.000, 0.157, 0.000, 0.000, 0.000, 0.192, 0.000, 0.005, 0.000, 0.001, 0.000, -0.001, 0.007, 0.000, 0.018, -0.001, 0.002, 0.000, 0.000, 0.000, 0.000, 0.003, 0.000, 0.000, -0.019, 0.006, 0.000, 0.000, 0.000, 0.005, -0.001, -0.001, 0.000, 0.000, 0.001, 0.000, 0.000, 0.000, 0.000, 0.000, 0.000, 0.003, -0.014, 0.001, 0.000, 0.002, -0.004, 0.000, 0.000, 0.000, 0.000, 0.000, 0.000, -0.152, 0.000, 0.000, -0.001, 0.169, 0.000, 0.001, -0.002, -0.011]}

{"formula": "C3H8N5", "method": "wB97M-V/def2-TZVPD", "homo_lumo_gap_ev": [8.44, 8.44], "total_charge": 1, "symbols": ["N", "C", "H", "H", "N", "N", "C", "H", "H", "H", "H", "N", "H", "N", "H", "C"], "positions_angstrom": [[-0.013, -0.467, -2.521], [-0.953, -0.990, 0.726], [-2.011, -0.778, 0.240], [0.245, 1.415, 2.735], [1.286, 1.229, -1.350], [-0.088, 0.004, 0.269], [0.253, 0.527, -1.721], [1.845, 1.695, 2.108], [-0.604, -1.972, 0.410], [1.830, 1.671, -2.103], [0.765, -0.987, -2.893], [1.470, 1.599, -0.123], [-0.819, -0.438, -3.165], [0.974, 1.172, 2.062], [-1.145, -0.946, 1.898], [0.658, 0.891, 0.752]], "lowdin_charge": [0.168, -0.079, 0.135, 0.122, 0.046, 0.033, -0.069, 0.108, 0.084, 0.210, 0.132, 0.108, 0.151, 0.159, 0.137, -0.445]}

Please write out number 3 again, unchanged.
{"formula": "C3H8N5", "method": "wB97M-V/def2-TZVPD", "homo_lumo_gap_ev": [8.44, 8.44], "total_charge": 1, "symbols": ["N", "C", "H", "H", "N", "N", "C", "H", "H", "H", "H", "N", "H", "N", "H", "C"], "positions_angstrom": [[-0.013, -0.467, -2.521], [-0.953, -0.990, 0.726], [-2.011, -0.778, 0.240], [0.245, 1.415, 2.735], [1.286, 1.229, -1.350], [-0.088, 0.004, 0.269], [0.253, 0.527, -1.721], [1.845, 1.695, 2.108], [-0.604, -1.972, 0.410], [1.830, 1.671, -2.103], [0.765, -0.987, -2.893], [1.470, 1.599, -0.123], [-0.819, -0.438, -3.165], [0.974, 1.172, 2.062], [-1.145, -0.946, 1.898], [0.658, 0.891, 0.752]], "lowdin_charge": [0.168, -0.079, 0.135, 0.122, 0.046, 0.033, -0.069, 0.108, 0.084, 0.210, 0.132, 0.108, 0.151, 0.159, 0.137, -0.445]}

Repeat the third record exactly.
{"formula": "C3H8N5", "method": "wB97M-V/def2-TZVPD", "homo_lumo_gap_ev": [8.44, 8.44], "total_charge": 1, "symbols": ["N", "C", "H", "H", "N", "N", "C", "H", "H", "H", "H", "N", "H", "N", "H", "C"], "positions_angstrom": [[-0.013, -0.467, -2.521], [-0.953, -0.990, 0.726], [-2.011, -0.778, 0.240], [0.245, 1.415, 2.735], [1.286, 1.229, -1.350], [-0.088, 0.004, 0.269], [0.253, 0.527, -1.721], [1.845, 1.695, 2.108], [-0.604, -1.972, 0.410], [1.830, 1.671, -2.103], [0.765, -0.987, -2.893], [1.470, 1.599, -0.123], [-0.819, -0.438, -3.165], [0.974, 1.172, 2.062], [-1.145, -0.946, 1.898], [0.658, 0.891, 0.752]], "lowdin_charge": [0.168, -0.079, 0.135, 0.122, 0.046, 0.033, -0.069, 0.108, 0.084, 0.210, 0.132, 0.108, 0.151, 0.159, 0.137, -0.445]}